Formula: C14H33ClN2Nb
Source: OMol25
Level of theory: wB97M-V/def2-TZVPD

XYZ file:
```
51
Properties=species:S:1:pos:R:3
C 2.30 -1.71 2.18
C 0.87 -1.36 2.57
C -0.17 -2.44 2.28
C -0.13 -3.13 0.92
C -1.02 -2.53 -0.18
C -0.28 -1.74 -1.28
Nb -0.07 0.49 -0.97
C 1.19 0.60 -2.86
N 2.50 -0.12 -2.71
C 3.52 0.60 -1.97
N 0.22 2.54 -0.64
C 0.26 2.91 0.57
C 1.41 2.63 1.50
C -0.85 3.73 1.19
C -2.15 0.80 -1.95
Cl -2.15 0.36 -3.72
C -3.36 0.09 -1.35
C -3.75 0.62 0.04
H 2.37 -1.83 1.10
H 2.96 -0.89 2.43
H 2.66 -2.61 2.68
H 0.58 -0.43 2.11
H 0.86 -1.19 3.65
H -1.15 -1.97 2.37
H -0.13 -3.19 3.07
H -0.45 -4.16 1.07
H 0.89 -3.19 0.53
H -1.81 -1.93 0.27
H -1.52 -3.37 -0.67
H -0.86 -1.81 -2.20
H 0.67 -2.24 -1.46
H -0.96 0.33 0.67
H 1.39 0.01 0.04
H 1.45 1.64 -3.05
H 0.71 0.20 -3.74
H 2.34 -1.01 -2.27
H 3.55 0.32 -0.91
H 3.35 1.67 -2.04
H 4.51 0.39 -2.38
H 1.06 2.05 2.35
H 1.77 3.58 1.89
H 2.20 2.12 0.97
H -0.64 3.99 2.22
H -0.98 4.65 0.62
H -1.79 3.18 1.15
H -2.37 1.87 -1.92
H -4.21 0.27 -2.01
H -3.21 -0.98 -1.35
H -3.04 1.34 0.41
H -3.79 -0.19 0.77
H -4.75 1.06 0.02
```

Computed properties:
Spin multiplicity: 1
Charge: -1
Lowest unoccupied orbital energy: 3.093 eV
M: 357.8 g mol⁻¹
DFT total energy: -1179.72506 hartree
Highest occupied orbital energy: -3.44 eV

The molecule's natural (NBO) atomic charges, reported in e, are given here: C -0.610; C -0.407; C -0.391; C -0.403; C -0.384; C -0.861; Nb 1.707; C -0.727; N -0.642; C -0.411; N -0.701; C 0.367; C -0.688; C -0.688; C -0.595; Cl -0.134; C -0.425; C -0.612; H 0.217; H 0.200; H 0.183; H 0.242; H 0.175; H 0.204; H 0.178; H 0.187; H 0.197; H 0.199; H 0.174; H 0.221; H 0.195; H -0.433; H -0.333; H 0.193; H 0.206; H 0.350; H 0.176; H 0.187; H 0.167; H 0.230; H 0.202; H 0.240; H 0.199; H 0.223; H 0.238; H 0.199; H 0.178; H 0.198; H 0.216; H 0.206; H 0.189

Formula: C22H60N7O9
Source: OMol25
Level of theory: wB97M-V/def2-TZVPD

XYZ file:
```
98
Properties=species:S:1:pos:R:3
C 9.04 4.86 2.55
C 10.45 4.41 2.77
O 10.98 4.11 3.78
N 11.41 4.45 1.57
H 12.05 3.67 1.73
H 10.95 4.32 0.67
C 12.22 5.74 1.57
H 8.53 4.66 3.47
H 8.52 4.29 1.77
H 9.11 5.94 2.23
H 12.54 5.71 2.63
H 11.52 6.45 1.21
H 13.06 5.60 0.92
C -7.64 0.95 4.30
C -8.04 0.42 2.99
O -7.41 0.02 2.06
N -9.64 0.21 2.81
H -9.81 0.63 1.88
H -9.84 -0.78 2.80
C -10.57 0.82 3.83
H -6.71 0.40 4.51
H -8.39 0.72 5.06
H -7.49 2.02 4.19
H -10.45 0.29 4.78
H -11.58 0.79 3.45
H -10.23 1.85 3.93
C -3.97 -3.94 -0.51
C -5.43 -3.59 -0.88
O -6.33 -3.54 0.00
N -5.76 -3.25 -2.14
H 2.08 -5.76 0.79
H -5.01 -3.07 -2.80
C -7.04 -2.69 -2.45
H -3.28 -4.24 -1.28
H -4.07 -4.72 0.23
H -3.63 -3.01 -0.15
H -7.75 -3.40 -2.70
H -6.99 -1.86 -3.20
H -7.56 -2.29 -1.54
C 4.54 -8.47 -4.33
C 3.11 -8.74 -3.80
O 2.12 -8.51 -4.48
N 2.88 -9.39 -2.56
H 3.28 -8.76 -1.68
H 1.78 -9.39 -2.49
C 3.47 -10.77 -2.40
H 4.90 -9.41 -4.81
H 5.25 -8.14 -3.57
H 4.35 -7.68 -5.13
H 3.03 -10.96 -1.40
H 4.56 -10.76 -2.39
H 3.00 -11.53 -3.04
C -3.74 7.99 -8.81
N -3.12 8.66 -7.60
C -2.27 9.78 -8.09
C -4.20 8.96 -6.68
C -2.25 7.63 -6.93
C -1.67 7.98 -5.55
O -1.66 7.13 -4.70
H -3.55 8.61 -9.65
H -4.82 7.96 -8.61
H -3.35 7.02 -9.09
H -1.40 9.25 -8.49
H -1.89 10.35 -7.22
H -2.69 10.38 -8.87
H -3.87 9.73 -6.04
H -4.57 8.08 -6.16
H -5.06 9.36 -7.31
H -1.35 7.36 -7.50
H -2.95 6.83 -6.77
H -3.63 11.12 0.01
H -1.19 8.98 -5.38
H 3.38 6.48 5.43
C 1.72 -4.01 6.34
N 1.43 -2.53 5.99
C 0.52 -2.47 4.81
C 0.81 -1.89 7.18
C 2.77 -1.89 5.77
C 3.91 -2.70 5.07
O 3.44 -3.26 3.85
H 2.17 -4.11 7.33
H 2.32 -4.29 5.54
H 0.75 -4.49 6.27
H 0.24 -1.43 4.70
H -0.47 -2.92 5.07
H 1.01 -2.97 3.96
H 1.37 -2.05 8.10
H -0.20 -2.25 7.29
H 0.62 -0.85 6.98
H 3.14 -1.60 6.74
H 2.71 -0.89 5.34
H 4.40 -3.44 5.70
H 4.70 -1.94 5.07
H 4.08 -3.91 3.57
N 2.54 -7.15 -0.46
O 1.37 -7.34 -0.68
O 3.55 -7.81 -0.66
O 2.88 -6.13 0.39
```

Computed properties:
Spin multiplicity: 1
Charge: +5
Lowest unoccupied orbital energy: -11.497 eV
M: 566.8 g mol⁻¹
DFT total energy: -1932.40438 hartree
Highest occupied orbital energy: -12.94 eV

The molecule's Mulliken atomic charges, reported in e, are given here: C -1.013; C 0.579; O -0.383; N -0.213; H 0.372; H 0.372; C -0.779; H 0.320; H 0.370; H 0.327; H 0.348; H 0.346; H 0.353; C -0.931; C 0.587; O -0.412; N -0.176; H 0.388; H 0.370; C -0.925; H 0.322; H 0.334; H 0.326; H 0.374; H 0.329; H 0.411; C -1.045; C 0.701; O -0.656; N -0.178; H 0.400; H 0.246; C -0.852; H 0.350; H 0.276; H 0.280; H 0.327; H 0.320; H 0.233; C -0.944; C 0.486; O -0.476; N -0.105; H 0.395; H 0.406; C -0.882; H 0.319; H 0.358; H 0.327; H 0.407; H 0.363; H 0.344; C -0.749; N 0.074; C -0.864; C -0.999; C -0.672; C -0.028; O -0.412; H 0.335; H 0.337; H 0.333; H 0.446; H 0.320; H 0.362; H 0.402; H 0.396; H 0.452; H 0.460; H 0.482; H 0.048; H 0.325; H -0.046; C -0.865; N -0.066; C -0.828; C -0.961; C -0.551; C -0.753; O -0.492; H 0.346; H 0.446; H 0.391; H 0.390; H 0.390; H 0.277; H 0.403; H 0.420; H 0.426; H 0.458; H 0.440; H 0.431; H 0.381; H 0.319; N 0.970; O -0.464; O -0.544; O -0.359

Formula: C7H6
Source: OMol25
Level of theory: wB97M-V/def2-TZVPD

XYZ file:
```
13
Properties=species:S:1:pos:R:3
C -2.31 -0.02 -0.50
C -1.08 1.48 0.92
C -2.74 -0.91 0.19
C -1.40 1.05 -0.47
C 1.28 0.34 -0.32
C 0.79 -0.34 0.95
C -0.02 0.88 0.26
H -3.45 -1.62 0.23
H -1.27 1.75 -1.36
H 2.09 0.97 0.03
H 1.21 -0.09 -1.28
H 0.49 -1.35 1.00
H 1.32 -0.09 1.80
```

Computed properties:
Spin multiplicity: 1
Lowest unoccupied orbital energy: 0.071 eV
ΔE to the lowest compared entry with this formula, charge and spin: 143.4 kcal/mol
M: 90.1 g mol⁻¹
DFT total energy: -270.00764 hartree
Highest occupied orbital energy: -8.26 eV

The molecule's natural (NBO) atomic charges, reported in e, are given here: C -0.010; C 0.127; C -0.205; C -0.413; C -0.354; C -0.298; C -0.227; H 0.210; H 0.253; H 0.237; H 0.240; H 0.226; H 0.214

Formula: CH7N3S2
Source: OMol25
Level of theory: wB97M-V/def2-TZVPD

XYZ file:
```
13
Properties=species:S:1:pos:R:3
S -2.21 1.13 -1.97
S -3.65 -0.04 -1.04
H -1.54 0.12 -2.54
H -3.12 0.07 0.20
N 1.83 0.67 0.10
C 1.21 -0.33 0.83
N -0.10 -0.59 0.46
N 1.74 -1.04 1.76
H 2.58 1.13 0.60
H 1.21 1.39 -0.26
H -0.32 -0.19 -0.44
H -0.33 -1.58 0.47
H 2.71 -0.76 1.84
```

Computed properties:
Spin multiplicity: 1
Structure (SMILES): N=C(N)N.SS
Lowest unoccupied orbital energy: 0.058 eV
ΔE to the lowest compared entry with this formula, charge and spin: 4.3 kcal/mol
M: 125.2 g mol⁻¹
DFT total energy: -1002.94525 hartree
Highest occupied orbital energy: -9.12 eV

The molecule's natural (NBO) atomic charges, reported in e, are given here: S -0.136; S -0.123; H 0.124; H 0.143; N -0.838; C 0.566; N -0.832; N -0.748; H 0.381; H 0.377; H 0.366; H 0.396; H 0.323

Formula: C11H19MnN6S
Source: OMol25
Level of theory: wB97M-V/def2-TZVPD

XYZ file:
```
38
Properties=species:S:1:pos:R:3
Mn -0.03 -0.57 -0.30
N -1.63 -4.48 -1.38
C -1.25 -3.26 -0.93
S -1.81 -1.80 -1.61
N -0.36 -3.52 0.02
N 0.29 -2.48 0.56
C 0.91 -2.63 1.68
C 1.31 -1.38 2.41
C 1.32 -1.43 3.80
C 1.66 -0.29 4.48
C 1.70 0.91 3.73
C 1.62 0.87 2.35
N 1.41 -0.27 1.67
H -2.50 -4.59 -1.89
H -1.36 -5.36 -0.92
H 0.99 -3.57 2.17
H 1.20 -2.38 4.28
H 1.75 -0.33 5.56
H 1.72 1.81 4.27
H 1.79 1.75 1.75
N -1.00 1.50 0.11
C -0.43 2.76 -0.44
C -1.23 2.96 -1.75
C -1.21 1.78 -2.76
C 0.17 1.32 -3.12
N 0.83 0.32 -2.16
H -1.92 1.28 -0.31
H -1.20 1.59 1.08
H 0.67 2.60 -0.61
H -0.54 3.60 0.20
H -0.78 3.86 -2.27
H -2.20 3.27 -1.44
H -1.68 2.20 -3.67
H -1.79 0.91 -2.37
H 0.83 2.20 -3.27
H 0.02 0.82 -4.12
H 1.82 0.57 -2.05
H 0.87 -0.52 -2.74
```

Computed properties:
Spin multiplicity: 6
Charge: +1
Lowest unoccupied orbital energy (alpha / beta): -3.254 / -3.407 eV
M: 322.3 g mol⁻¹
DFT total energy: -2308.11449 hartree
⟨S²⟩: 8.755
Highest occupied orbital energy (alpha / beta): -10.87 / -10.89 eV

The molecule's natural (NBO) atomic charges, reported in e, are given here: Mn 1.462; N -0.760; C 0.274; S -0.396; N -0.428; N -0.367; C 0.040; C 0.168; C -0.227; C -0.119; C -0.244; C 0.043; N -0.546; H 0.396; H 0.418; H 0.209; H 0.237; H 0.240; H 0.234; H 0.204; N -0.919; C -0.214; C -0.413; C -0.426; C -0.226; N -0.934; H 0.391; H 0.390; H 0.179; H 0.214; H 0.220; H 0.220; H 0.246; H 0.209; H 0.210; H 0.219; H 0.394; H 0.400

Formula: H2NO2S3
Source: OMol25
Level of theory: wB97M-V/def2-TZVPD

XYZ file:
```
8
Properties=species:S:1:pos:R:3
N 1.68 -0.93 -1.22
O -1.70 1.28 -0.21
O -0.59 2.33 1.65
S 0.11 -0.83 1.40
S 0.21 -1.25 -0.78
S -1.42 1.17 1.30
H 2.18 -1.80 -1.26
H -0.47 0.03 -0.88
```

Computed properties:
Spin multiplicity: 1
Charge: -1
Lowest unoccupied orbital energy: 3.447 eV
ΔE to the lowest compared entry with this formula, charge and spin: 16.1 kcal/mol
M: 144.2 g mol⁻¹
DFT total energy: -1400.99923 hartree
Highest occupied orbital energy: -4.22 eV

The molecule's natural (NBO) atomic charges, reported in e, are given here: N -1.139; O -0.990; O -0.954; S -0.589; S 0.666; S 1.494; H 0.328; H 0.184

- What is the DFT total energy in the fourth record?
  -1002.94525 hartree